Entry 1:
Computed, not measured: a molecular structure, C35H37MgNO3P2, with ωB97M-V/def2-TZVPD.

Output
**Relative energy (zero: lowest compared OMol25 entry of this formula, charge and spin)**: 508.89 kJ/mol
**Strongest force on any atom**: 5.346 eV/Å
**Orbital gap (alpha / beta)**: 3.947 / 5.531 eV

The geometry in XYZ format:
```
79
Properties=species:S:1:pos:R:3:forces:R:3
Mg -0.113382 1.438292 -0.142137 -0.55 -1.51 2.09
C -2.076931 1.021396 -2.653157 -2.10 -0.50 -0.57
C -2.076155 -0.301307 -2.386400 -1.51 0.54 -1.15
C -1.323098 -1.278216 -3.234918 0.63 0.13 0.63
C 0.127038 -0.805846 -3.508478 0.57 -0.67 -0.66
C 0.702806 -0.001300 -2.383538 1.02 0.63 -0.09
C 0.511225 1.340336 -2.255831 1.88 -1.03 -1.43
C 0.047954 2.060114 -3.468022 -0.80 0.87 -0.42
C -1.371303 1.616160 -3.830696 -0.54 0.57 -0.17
C 1.870945 0.049783 3.081816 0.72 0.43 0.35
H -2.845205 1.697262 -2.227314 0.58 -0.86 -0.08
H -2.842920 -0.735884 -1.741425 0.39 0.34 -0.05
H -1.772536 -1.464107 -4.210599 -0.34 0.08 0.02
H -1.302857 -2.231081 -2.702246 0.13 -0.08 -0.12
H 0.733491 -1.716292 -3.627080 -0.01 0.27 0.10
H 0.179350 -0.316986 -4.496278 0.02 0.10 0.55
H 1.389464 -0.596753 -1.774498 -0.49 0.54 0.59
H 1.031947 1.990514 -1.509795 0.47 -0.51 -0.84
H 0.637334 1.876467 -4.375061 0.51 0.09 0.48
H 0.076085 3.130738 -3.260739 -0.07 0.10 -0.19
H -1.949035 2.492701 -4.147455 0.09 -0.18 -0.10
H -1.354332 0.926852 -4.683253 -0.07 0.14 0.20
H 1.180839 0.876973 3.250792 0.02 -0.05 0.05
H 2.768330 0.154260 3.696829 -0.22 0.15 0.38
H 1.352334 -0.884677 3.307555 0.14 0.16 -0.13
P -1.848176 -0.804166 0.911226 3.83 2.07 3.11
P 2.431094 -0.046527 1.374980 -3.01 -3.04 -1.16
C -0.166529 -0.744358 0.232823 -3.57 1.97 -2.10
C 1.196557 -1.010310 0.515391 3.08 -1.02 0.91
C -2.625817 -2.404715 1.169566 -1.29 -0.22 -0.42
C -2.975524 -3.202701 0.071597 -0.16 0.03 0.64
C -3.751531 -4.338906 0.277477 0.19 -0.06 -0.31
C -4.146164 -4.706403 1.561276 -0.10 -0.03 -0.02
C -3.812036 -3.916128 2.659010 0.44 0.25 -0.24
C -3.037245 -2.771145 2.471634 -0.11 0.12 -0.40
C -2.797114 0.647813 0.335280 -1.02 -2.31 -0.77
C -2.315852 1.946104 0.010661 1.42 0.79 0.37
C -3.244916 3.016823 0.121210 -1.28 0.57 -0.29
C -4.626667 2.760681 0.070648 1.10 1.02 0.38
C -5.085830 1.445818 0.178652 -0.05 -0.64 -0.27
C -4.173938 0.412959 0.382303 0.05 0.43 -0.65
C 3.893254 -1.108583 1.323226 0.27 0.00 -0.34
C 3.689494 -2.472576 1.623144 0.41 -0.14 0.35
C 4.791633 -3.330449 1.747613 0.23 0.71 -0.32
C 6.075473 -2.812497 1.492805 -0.01 -0.18 0.15
C 6.273904 -1.471757 1.128896 -0.04 -0.29 0.00
C 5.174556 -0.621340 1.012977 -0.24 -0.24 0.37
C 2.743490 1.642679 0.825912 0.51 1.83 0.07
C 2.566586 2.786077 1.643281 -0.19 -0.04 0.37
C 2.791796 4.087082 1.167063 0.05 -0.26 -0.21
C 3.217556 4.277252 -0.156080 0.01 0.11 0.07
C 3.435974 3.168839 -0.984911 0.19 -0.05 0.08
C 3.184818 1.887464 -0.483702 0.20 -0.62 -0.40
H -0.441871 -0.901914 -0.837548 0.48 0.10 0.10
H 1.629100 -1.916232 0.030699 0.13 0.78 0.52
H -2.660967 -2.923064 -0.931580 -0.10 -0.03 0.12
H -4.055081 -4.912816 -0.597608 0.06 -0.09 0.32
H -4.718893 -5.618887 1.704265 -0.04 0.18 -0.04
H -4.156517 -4.152935 3.663442 0.09 -0.13 -0.23
H -2.773852 -2.133123 3.315622 -0.07 -0.09 -0.36
H -1.549854 2.142373 -0.825360 -1.48 0.06 0.04
H -2.873642 4.048953 0.233495 -0.28 -0.49 -0.48
H -5.356523 3.590607 -0.025114 0.65 -0.54 0.29
H -6.128734 1.213946 0.055932 -0.26 0.00 0.13
H -4.518817 -0.619321 0.434027 -0.09 0.20 0.37
H 2.680105 -2.868801 1.774964 0.40 0.37 0.09
H 4.655415 -4.376210 2.057752 0.07 0.56 -0.30
H 6.941791 -3.478080 1.582311 -0.32 0.32 0.00
H 7.291102 -1.088437 0.961166 -0.57 -0.27 -0.03
H 5.299473 0.416043 0.692103 0.02 -0.29 0.26
H 2.234486 2.654751 2.679578 0.15 0.12 -0.44
H 2.662831 4.947687 1.839131 -0.04 -0.51 -0.39
H 3.384491 5.295962 -0.544966 -0.05 -0.64 0.29
H 3.844474 3.307436 -2.005375 -0.47 -0.17 0.74
H 3.298851 0.992799 -1.110175 0.11 0.47 -0.01
O -1.070462 2.133986 2.539501 1.82 0.00 0.02
N -1.344869 1.135211 3.187728 -2.95 2.19 0.94
O -1.107451 0.846324 4.315706 1.42 0.34 0.86
O -1.604820 -0.392718 2.408302 -0.10 -3.00 -1.22
```
Positions in Å, forces in eV/Å.

Charges computed using Mulliken, reported in e:
1. Mg 2.13
2. C 0.03
3. C -0.86
4. C -0.72
5. C -1.30
6. C 0.51
7. C -0.32
8. C -1.08
9. C -1.22
10. C -1.76
11. H 0.53
12. H 1.32
13. H 0.50
14. H 0.07
15. H 0.55
16. H 0.31
17. H 0.39
18. H 0.04
19. H 0.36
20. H 0.36
21. H 0.53
22. H 0.32
23. H 0.30
24. H 0.57
25. H 0.31
26. P 0.69
27. P 2.63
28. C -1.55
29. C -1.60
30. C -0.15
31. C 0.12
32. C -0.76
33. C -0.47
34. C -0.69
35. C -0.45
36. C 1.01
37. C -0.59
38. C -1.10
39. C -0.48
40. C -0.91
41. C -0.63
42. C 0.10
43. C -0.45
44. C -0.79
45. C -0.35
46. C -0.69
47. C -0.19
48. C -0.43
49. C 0.08
50. C -0.82
51. C -0.44
52. C -0.57
53. C -0.24
54. H 0.68
55. H 0.50
56. H 0.16
57. H 0.41
58. H 0.37
59. H 0.40
60. H 0.35
61. H 0.63
62. H 0.36
63. H 0.34
64. H 0.41
65. H 0.42
66. H 0.35
67. H 0.38
68. H 0.35
69. H 0.37
70. H 0.28
71. H 0.34
72. H 0.44
73. H 0.39
74. H 0.40
75. H 0.38
76. O -0.43
77. N 0.81
78. O -0.60
79. O -0.65


Entry 2:
Computed, not measured: a molecular structure, C35H37N3OPdSiTe, with ωB97M-V/def2-TZVPD.

Output
**Relative energy (zero: lowest compared OMol25 entry of this formula, charge and spin)**: 21.74 kJ/mol
**Multiplicity**: 5
**Strongest force on any atom**: 0.594 eV/Å
**Total charge**: +2
**Orbital gap (alpha / beta)**: 5.561 / 5.939 eV

The geometry in XYZ format:
```
79
Properties=species:S:1:pos:R:3:forces:R:3
Pd -0.184730 0.118016 -0.117244 -0.14 -0.18 -0.04
C 4.474158 -3.398695 -1.538514 0.00 0.27 0.13
Si 4.454935 -1.611469 -0.973542 0.13 0.02 -0.11
C 5.139480 -0.438097 -2.262655 -0.09 -0.19 0.19
C 5.334384 -1.401107 0.673788 -0.18 -0.06 -0.19
C 2.665763 -1.135028 -0.685238 0.23 -0.26 0.05
C 1.491033 -0.838100 -0.523806 -0.01 -0.15 0.06
H 5.497399 -3.716739 -1.734752 0.09 -0.01 -0.01
H 3.903423 -3.536655 -2.454174 -0.06 0.03 -0.09
H 4.062488 -4.065078 -0.781897 -0.04 -0.03 0.07
H 6.213893 -0.582439 -2.376945 0.06 -0.02 0.00
H 4.969444 0.600028 -1.980409 -0.01 0.06 0.05
H 4.677332 -0.602617 -3.234312 -0.05 -0.03 -0.06
H 6.339946 -1.815527 0.631823 0.10 -0.04 -0.04
H 4.806709 -1.915373 1.477460 -0.03 -0.06 0.05
H 5.422872 -0.351316 0.946358 -0.02 0.12 0.01
C 0.499964 -1.403015 5.456377 0.06 -0.04 0.11
N 0.323601 -0.573671 4.277557 0.01 0.09 -0.40
C -0.506788 0.631959 4.278234 0.04 -0.08 0.12
C -0.418842 0.995786 2.833229 -0.13 0.23 -0.20
O -1.013184 2.029657 2.292586 0.36 0.15 0.23
N 0.330474 0.178860 2.159110 -0.20 -0.03 -0.04
C 0.777276 -0.785372 3.042706 0.07 -0.14 0.01
N 1.543967 -1.752504 2.584804 -0.16 0.29 0.22
H 0.958878 -0.820925 6.253820 -0.02 -0.03 0.02
H 1.147756 -2.244117 5.225911 0.00 -0.01 0.00
H -0.465789 -1.786419 5.783591 0.02 0.00 0.03
H -0.081699 1.420979 4.909665 -0.05 -0.07 -0.07
H -1.527715 0.427184 4.614513 0.03 0.02 -0.06
H 1.811029 -1.705789 1.597256 0.02 0.02 -0.06
H 1.981036 -2.434009 3.182738 -0.07 -0.04 0.02
Te -2.486257 -1.178866 0.556663 0.17 -0.05 -0.10
C -4.091338 -0.740125 -0.713076 0.01 0.01 -0.07
C -4.000520 -0.960860 -2.082517 0.05 -0.07 0.07
C -5.093344 -0.672270 -2.882831 0.01 0.00 0.00
C -6.256752 -0.165990 -2.318891 -0.06 0.02 -0.02
C -6.339937 0.049851 -0.951715 0.06 -0.01 0.02
C -5.252642 -0.237117 -0.137836 0.02 0.03 -0.01
C -2.001638 -3.065906 -0.224704 0.01 -0.04 0.03
C -2.635172 -4.169999 0.337865 -0.03 -0.01 -0.02
C -2.377796 -5.432929 -0.175290 0.00 0.07 0.02
C -1.492714 -5.585734 -1.231890 0.00 -0.05 -0.02
C -0.861411 -4.481400 -1.782961 -0.01 0.07 0.03
C -1.112235 -3.211499 -1.282130 0.14 0.20 -0.12
H -3.097200 -1.365050 -2.522703 0.01 0.00 0.00
H -5.041382 -0.847975 -3.947364 0.01 -0.02 -0.06
H -7.108476 0.050760 -2.948284 -0.02 0.01 -0.02
H -7.251004 0.431660 -0.515677 -0.06 0.02 0.03
H -5.323802 -0.072992 0.929902 0.01 -0.01 0.03
H -3.333054 -4.057764 1.157464 -0.01 0.02 0.03
H -2.870336 -6.294332 0.250837 -0.03 -0.04 0.03
H -1.295361 -6.572146 -1.628229 0.01 -0.01 -0.01
H -0.170884 -4.602853 -2.604291 0.04 -0.01 -0.05
H -0.602146 -2.352651 -1.717330 -0.11 -0.18 0.12
C 2.919468 5.883329 -1.031110 -0.05 0.01 -0.01
C 1.527699 5.795005 -1.063331 -0.02 -0.05 0.04
C 0.871684 4.802663 -0.374236 -0.01 -0.02 -0.09
C 1.600903 3.846657 0.395400 0.05 0.14 0.27
C 3.027275 3.982322 0.427958 -0.08 0.02 0.00
C 3.661713 4.969593 -0.276443 0.01 -0.05 0.04
C 1.016625 2.826771 1.144914 -0.11 0.09 0.12
C -0.397026 2.432660 1.054596 0.18 0.33 -0.11
C -1.198200 2.403061 -0.114712 -0.09 -0.44 0.28
C -2.614682 2.491876 -0.082061 -0.11 -0.13 -0.06
C -3.344252 2.374318 -1.245031 0.09 0.05 0.08
C -2.714441 2.120332 -2.464590 0.01 0.01 0.00
C -1.328928 2.028306 -2.526168 0.05 -0.01 0.12
C -0.559928 2.188292 -1.381289 0.01 0.53 -0.26
H 3.422340 6.665297 -1.579035 0.04 0.05 -0.04
H 0.959008 6.522702 -1.623314 -0.03 0.03 -0.03
H -0.208164 4.778269 -0.382930 -0.04 -0.02 0.00
H 3.600290 3.271534 1.007927 0.02 -0.03 0.04
H 4.739232 5.047504 -0.247603 0.03 0.00 0.01
H 1.635510 2.331176 1.886084 0.04 -0.18 -0.32
H -3.112042 2.685745 0.859317 -0.01 -0.01 0.02
H -4.419575 2.471231 -1.211230 -0.06 0.00 0.01
H -3.304024 2.009093 -3.362233 -0.03 0.02 -0.04
H -0.835180 1.856914 -3.472800 0.01 0.01 -0.02
H 0.521628 2.263108 -1.461144 -0.11 -0.12 0.03
```
Positions in Å, forces in eV/Å.

Charges computed using Mulliken, reported in e:
1. Pd 0.14
2. C -0.98
3. Si -0.09
4. C -0.95
5. C -0.94
6. C 0.51
7. C -0.59
8. H 0.34
9. H 0.33
10. H 0.32
11. H 0.34
12. H 0.31
13. H 0.31
14. H 0.34
15. H 0.29
16. H 0.29
17. C -0.87
18. N -0.04
19. C -0.47
20. C -0.11
21. O -0.31
22. N 1.23
23. C 0.00
24. N -0.07
25. H 0.31
26. H 0.32
27. H 0.33
28. H 0.36
29. H 0.38
30. H -0.27
31. H 0.25
32. Te 0.73
33. C 0.70
34. C -0.53
35. C -0.66
36. C -0.48
37. C -0.70
38. C -0.52
39. C 0.62
40. C -0.64
41. C -0.63
42. C -0.45
43. C -0.93
44. C -0.16
45. H 0.43
46. H 0.47
47. H 0.44
48. H 0.43
49. H 0.40
50. H 0.41
51. H 0.41
52. H 0.42
53. H 0.44
54. H 0.31
55. C -0.45
56. C -0.96
57. C -0.08
58. C 1.23
59. C -0.80
60. C -0.65
61. C -0.43
62. C 0.73
63. C -0.59
64. C -0.90
65. C -0.55
66. C -0.61
67. C -0.95
68. C 0.16
69. H 0.42
70. H 0.43
71. H 0.55
72. H 0.37
73. H 0.42
74. H 0.41
75. H 0.51
76. H 0.55
77. H 0.50
78. H 0.51
79. H 0.69